Record 1
{"formula": "C26H19BrEuFN3O4", "method": "the ωB97M-V functional and the def2-TZVPD basis", "elements": ["Eu", "Br", "C", "C", "C", "C", "C", "C", "N", "C", "C", "C", "C", "C", "C", "N", "H", "H", "H", "H", "H", "H", "H", "H", "H", "O", "C", "C", "C", "C", "C", "C", "C", "O", "N", "O", "O", "H", "H", "H", "H", "F", "C", "C", "C", "C", "C", "C", "C", "H", "H", "H", "H", "H", "H"], "positions_angstrom": [[0.046, -0.615, -0.148], [6.101, -0.421, -4.619], [4.993, -0.411, -3.083], [5.558, -0.320, -1.827], [4.749, -0.316, -0.697], [3.361, -0.413, -0.810], [2.823, -0.476, -2.101], [3.620, -0.484, -3.230], [2.469, -0.426, 0.253], [2.857, -0.495, 1.536], [1.901, -0.500, 2.551], [2.262, -0.509, 3.926], [1.303, -0.503, 4.884], [-0.071, -0.499, 4.511], [-0.370, -0.510, 3.183], [0.562, -0.508, 2.199], [6.634, -0.246, -1.724], [5.214, -0.228, 0.277], [1.756, -0.524, -2.233], [3.179, -0.540, -4.218], [3.892, -0.605, 1.844], [3.313, -0.510, 4.189], [1.582, -0.500, 5.932], [-0.863, -0.494, 5.247], [-1.403, -0.521, 2.855], [-2.175, -0.220, 0.008], [-2.892, 0.795, -0.162], [-2.405, 2.126, -0.390], [-3.336, 3.172, -0.330], [-2.911, 4.461, -0.450], [-1.557, 4.767, -0.629], [-0.637, 3.754, -0.718], [-1.025, 2.400, -0.621], [-0.145, 1.450, -0.754], [-3.893, 5.553, -0.372], [-3.469, 6.696, -0.328], [-5.066, 5.260, -0.208], [-3.981, 0.668, -0.113], [-4.388, 2.963, -0.180], [-1.260, 5.803, -0.711], [0.412, 3.964, -0.881], [-5.106, -2.892, -0.870], [-3.757, -2.920, -0.852], [-3.072, -2.714, -2.033], [-1.689, -2.741, -2.015], [-0.971, -2.987, -0.829], [0.479, -2.928, -0.805], [-1.721, -3.179, 0.345], [-3.109, -3.164, 0.332], [-3.625, -2.550, -2.950], [-1.141, -2.607, -2.940], [0.939, -3.158, -1.759], [0.923, -3.490, 0.010], [-1.201, -3.377, 1.275], [-3.687, -3.333, 1.234]], "forces_ev_per_a": [[0.128, 1.671, 0.401], [0.020, -0.002, -0.024], [0.076, 0.005, -0.123], [0.025, 0.016, 0.298], [0.344, -0.027, -0.099], [-0.052, 0.088, 0.361], [0.347, -0.078, -0.129], [-0.163, 0.002, -0.020], [0.203, -0.208, 0.382], [0.224, -0.023, -0.858], [-0.933, -0.079, 0.478], [0.208, -0.003, -0.295], [-0.523, 0.004, 0.271], [0.380, -0.040, 0.454], [0.346, 0.035, -0.490], [0.182, -0.084, 0.618], [-0.046, -0.004, 0.008], [-0.008, -0.004, -0.068], [-0.353, 0.047, -0.123], [0.007, 0.011, 0.058], [0.102, 0.139, -0.112], [-0.018, 0.001, -0.013], [-0.046, 0.002, -0.059], [0.066, 0.006, 0.007], [-0.031, 0.038, -0.089], [-0.263, -0.274, 0.280], [-0.124, 0.452, -0.175], [-0.244, -0.514, 0.178], [-0.182, -0.047, -0.082], [-0.208, 0.292, -0.254], [0.226, 0.174, -0.111], [0.005, 0.161, -0.049], [0.314, -0.172, -0.078], [-0.341, 1.033, -0.294], [0.112, 0.028, 1.192], [-0.029, -0.187, -0.442], [0.140, -0.042, -0.434], [-0.018, 0.053, 0.030], [0.060, 0.007, 0.002], [-0.005, -0.049, 0.014], [-0.040, 0.012, 0.025], [0.502, 0.001, 0.012], [-0.564, 0.006, -0.124], [0.354, 0.038, -0.471], [-0.308, -0.016, -0.317], [0.222, 0.044, -0.078], [-1.036, -3.423, -0.775], [-0.293, -0.242, 0.312], [0.409, -0.151, 0.564], [0.061, 0.019, 0.061], [-0.021, 0.061, -0.037], [0.346, 0.608, -0.128], [0.349, 0.556, 0.353], [0.002, 0.029, 0.061], [0.092, 0.030, -0.068]], "lowdin_spin": [4.746, 0.009, 0.041, -0.004, 0.039, 0.009, 0.037, -0.004, 0.186, 0.211, 0.094, 0.049, 0.047, 0.096, 0.022, 0.129, -0.001, 0.004, 0.006, -0.001, 0.013, 0.000, 0.001, 0.006, 0.001, 0.060, 0.163, 0.016, 0.036, -0.003, 0.051, -0.011, 0.047, 0.009, -0.002, -0.005, -0.003, 0.009, 0.001, 0.003, -0.002, 0.029, 0.088, -0.009, 0.083, 0.050, 0.514, 0.094, -0.009, -0.002, 0.003, 0.027, 0.024, 0.005, -0.002], "spin_multiplicity": 8, "fmax_ha_per_bohr": 0.0712, "relative_energy_kj_mol": 19.00, "energy_ha": -4851.40619, "homo_energy_ev": [-5.413, -8.106], "orbital_gap_ev": [5.07, 5.51]}

Record 2
{"formula": "C2H2FO2Pt", "method": "the ωB97M-V functional and the def2-TZVPD basis", "elements": ["F", "C", "C", "H", "O", "O", "H", "Pt"], "positions_angstrom": [[-1.737, -1.282, -0.490], [-1.329, -0.207, 0.020], [-1.133, 0.995, 0.144], [-1.427, 2.036, 0.093], [1.100, -1.041, -0.680], [1.965, -0.431, 0.337], [1.694, -0.845, 1.168], [0.867, 0.774, -0.592]], "forces_ev_per_a": [[0.591, -0.027, 0.899], [-1.299, 0.176, -1.302], [0.047, 0.785, -0.224], [-0.139, -0.223, 0.759], [1.798, -5.908, -0.080], [3.122, -3.812, 2.083], [-0.056, -0.129, 0.425], [-4.064, 9.138, -2.560]], "nbo_charge": [-0.181, 0.611, -0.545, 0.325, -0.393, -0.461, 0.522, 1.121], "spin_multiplicity": 3, "fmax_ha_per_bohr": 0.2008, "relative_energy_kj_mol": 464.66, "energy_ha": -446.38998, "homo_energy_ev": [-13.837, -15.143], "orbital_gap_ev": [7.81, 8.13], "charge": 1}

Record 3
{"formula": "C3H2FO2Tl", "method": "the ωB97M-V functional and the def2-TZVPD basis", "elements": ["F", "O", "O", "C", "C", "C", "H", "H", "Tl"], "positions_angstrom": [[-1.288, -0.372, 1.692], [1.001, 0.913, -0.233], [-0.733, -0.473, -0.760], [1.228, 0.950, 1.246], [-0.224, 0.778, 1.491], [-0.454, 0.374, 0.087], [1.529, 1.989, 1.472], [-0.785, 1.640, 1.870], [0.803, -1.257, -2.387]], "forces_ev_per_a": [[0.831, -0.686, 2.765], [-2.389, -1.271, 0.400], [-1.893, 0.681, 1.788], [-1.126, -0.328, 0.017], [-2.065, 0.626, -0.535], [6.490, 1.589, -5.562], [-0.232, -0.531, 0.407], [0.168, -0.457, 0.284], [0.216, 0.378, 0.435]], "nbo_charge": [-0.438, -0.653, -0.727, -0.293, 0.003, 0.796, 0.167, 0.223, 0.922], "fmax_ha_per_bohr": 0.1691, "relative_energy_kj_mol": 543.79, "energy_ha": -538.11193, "homo_energy_ev": [-6.650, -6.652], "orbital_gap_ev": [5.56, 5.56]}

Record 4
{"formula": "C3H4MnO2", "method": "the ωB97M-V functional and the def2-TZVPD basis", "elements": ["C", "C", "O", "C", "O", "H", "H", "H", "Mn", "H"], "positions_angstrom": [[-1.097, 0.960, 0.831], [-1.864, -0.006, 0.271], [0.406, -0.573, -0.987], [1.568, -0.446, -1.462], [2.407, -0.460, -0.338], [-1.245, 1.953, 0.377], [-2.854, 0.144, -0.181], [3.314, -0.712, -0.537], [0.807, 0.212, 1.095], [-1.441, -1.072, 0.930]], "forces_ev_per_a": [[-0.109, 0.424, -1.687], [1.832, -1.878, 4.907], [2.198, 0.464, -0.627], [-2.520, -0.803, -0.588], [1.026, 0.090, 2.131], [-0.151, 0.113, 0.652], [0.605, -0.567, -0.146], [0.153, 0.330, -0.221], [-0.715, -0.366, -1.561], [-2.319, 2.193, -2.860]], "nbo_charge": [-0.750, -0.362, -0.784, 0.356, -0.886, 0.178, 0.212, 0.516, 1.380, 0.140], "spin_multiplicity": 6, "fmax_ha_per_bohr": 0.1082, "relative_energy_kj_mol": 0.00, "energy_ha": -1417.98918, "homo_energy_ev": [-8.028, -8.202], "orbital_gap_ev": [7.14, 6.75]}

Record 5
{"formula": "C40H44Br2ClN5O16", "method": "the ωB97M-V functional and the def2-TZVPD basis", "elements": ["C", "C", "C", "C", "C", "C", "C", "O", "C", "C", "O", "O", "N", "O", "O", "C", "C", "C", "O", "Br", "C", "O", "C", "C", "O", "C", "Cl", "Br", "H", "H", "H", "H", "H", "H", "H", "H", "H", "H", "H", "H", "H", "H", "H", "H", "H", "H", "H", "H", "H", "H", "H", "H", "O", "N", "O", "C", "C", "C", "C", "C", "C", "H", "H", "H", "H", "H", "O", "N", "O", "C", "C", "C", "C", "C", "C", "H", "H", "H", "H", "H", "O", "N", "O", "C", "C", "C", "C", "C", "C", "H", "H", "H", "H", "H", "O", "N", "O", "C", "C", "C", "C", "C", "C", "H", "H", "H", "H", "H"], "positions_angstrom": [[-0.449, -3.235, -1.312], [-0.404, -2.187, -0.500], [-1.158, -0.889, -0.763], [-0.324, -0.031, -1.729], [1.144, 0.115, -1.297], [2.144, -0.672, -2.143], [3.513, -0.029, -2.022], [4.451, -0.757, -2.846], [5.707, -0.245, -2.789], [6.760, -1.215, -2.338], [5.953, 0.894, -3.075], [-1.321, -0.302, 0.539], [-1.092, 1.083, 0.570], [-0.895, 1.432, 1.663], [-2.402, -1.258, -1.329], [-3.535, -0.485, -0.975], [-4.218, -1.222, 0.192], [-5.576, -0.694, 0.572], [-5.805, 0.360, 1.044], [-7.065, -1.950, 0.277], [-4.385, -0.386, -2.238], [-5.368, 0.604, -2.153], [-4.912, 1.945, -2.321], [-5.511, 2.808, -1.221], [-5.016, -1.615, -2.498], [-5.626, -1.658, -3.723], [-7.390, -1.839, -3.581], [-4.920, -3.155, -4.758], [0.117, -4.121, -1.053], [-1.032, -3.260, -2.225], [0.169, -2.226, 0.419], [-0.788, 0.930, -1.937], [-0.354, -0.586, -2.669], [1.313, -0.142, -0.251], [1.408, 1.174, -1.398], [1.879, -0.691, -3.202], [2.246, -1.704, -1.803], [3.471, 1.006, -2.365], [3.874, -0.051, -0.989], [7.607, -0.661, -1.937], [7.111, -1.812, -3.180], [6.367, -1.874, -1.564], [-3.301, 0.545, -0.698], [-3.596, -1.066, 1.077], [-4.247, -2.289, -0.007], [-3.695, -0.168, -3.070], [-3.821, 2.005, -2.344], [-5.278, 2.318, -3.284], [-5.023, 2.636, -0.261], [-5.505, 3.863, -1.491], [-6.549, 2.494, -1.092], [-5.454, -0.771, -4.323], [-1.856, 2.237, -4.517], [-0.771, 1.828, -4.883], [0.150, 1.570, -4.137], [-0.562, 1.627, -6.324], [-1.586, 1.939, -7.199], [-1.377, 1.762, -8.557], [-0.159, 1.278, -9.016], [0.854, 0.964, -8.119], [0.656, 1.139, -6.759], [-2.530, 2.315, -6.832], [-2.164, 2.005, -9.257], [0.002, 1.146, -10.078], [1.801, 0.585, -8.478], [1.439, 0.900, -6.054], [4.465, -1.811, 1.495], [3.530, -1.091, 1.774], [2.439, -1.143, 1.235], [3.723, -0.073, 2.815], [4.963, 0.044, 3.417], [5.145, 1.021, 4.382], [4.091, 1.856, 4.729], [2.851, 1.717, 4.119], [2.659, 0.745, 3.151], [5.776, -0.610, 3.137], [6.104, 1.124, 4.859], [4.237, 2.622, 5.481], [2.032, 2.367, 4.394], [1.699, 0.630, 2.670], [7.556, 2.835, 4.406], [7.740, 3.181, 5.556], [7.979, 2.418, 6.470], [7.646, 4.616, 5.863], [7.331, 5.497, 4.845], [7.226, 6.846, 5.143], [7.437, 7.291, 6.441], [7.759, 6.390, 7.447], [7.865, 5.038, 7.161], [7.170, 5.141, 3.839], [6.976, 7.550, 4.361], [7.349, 8.345, 6.670], [7.926, 6.739, 8.457], [8.114, 4.328, 7.936], [-7.117, -8.698, 1.813], [-6.736, -8.395, 2.924], [-6.409, -9.189, 3.783], [-6.666, -6.962, 3.257], [-7.062, -6.034, 2.311], [-7.010, -4.687, 2.636], [-6.563, -4.292, 3.889], [-6.162, -5.240, 4.822], [-6.213, -6.588, 4.508], [-7.407, -6.353, 1.339], [-7.317, -3.941, 1.913], [-6.529, -3.239, 4.140], [-5.812, -4.929, 5.797], [-5.906, -7.333, 5.226]], "forces_ev_per_a": [[0.143, 0.133, 0.342], [-0.385, -0.262, -0.093], [0.852, -0.621, -0.287], [-0.269, -0.475, 0.076], [0.075, 0.513, -0.299], [0.567, -0.109, 0.132], [-0.223, 0.177, -0.474], [-0.030, -0.312, 0.503], [0.339, 0.296, -0.160], [0.033, -0.171, 0.148], [-0.147, 0.145, 0.093], [0.071, -0.049, 0.067], [0.147, 0.021, -0.057], [-0.184, 0.072, 0.101], [-0.072, 0.721, 0.255], [-0.470, -0.700, -0.220], [-0.047, 0.014, 0.215], [-0.040, 0.008, -0.123], [0.005, 0.198, 0.092], [0.089, 0.189, -0.130], [0.359, 0.362, -0.495], [-0.010, -0.364, 0.229], [-0.258, 0.608, -0.055], [-0.176, -0.502, 0.052], [-0.096, 0.072, 0.169], [-0.200, -0.187, -0.123], [0.125, 0.034, 0.077], [0.077, 0.041, 0.047], [-0.042, 0.001, -0.094], [-0.036, 0.086, 0.028], [0.090, 0.111, -0.085], [-0.073, 0.011, 0.162], [-0.094, -0.031, 0.026], [-0.242, 0.088, -0.110], [-0.050, -0.002, 0.074], [-0.155, 0.074, 0.030], [-0.252, -0.050, -0.034], [0.082, 0.027, 0.058], [-0.032, 0.008, 0.028], [-0.017, 0.060, -0.119], [-0.102, -0.070, 0.012], [-0.032, -0.091, -0.127], [0.188, -0.020, 0.053], [0.012, -0.015, -0.010], [-0.067, 0.053, -0.217], [-0.001, 0.078, 0.039], [0.034, -0.089, 0.027], [0.089, -0.195, -0.072], [0.078, 0.155, -0.048], [0.177, 0.025, 0.061], [-0.015, 0.133, -0.030], [0.057, 0.038, 0.061], [-0.068, -0.009, 0.058], [-0.046, -0.042, -0.036], [0.139, 0.095, -0.042], [0.027, -0.008, -0.126], [-0.153, 0.050, -0.059], [0.092, -0.037, -0.015], [-0.004, 0.003, 0.023], [-0.082, 0.026, -0.053], [0.164, -0.060, 0.009], [0.039, 0.005, 0.094], [-0.014, 0.001, 0.005], [-0.002, -0.008, -0.003], [0.011, -0.004, 0.012], [-0.054, 0.038, 0.070], [0.056, -0.026, -0.021], [-0.034, 0.044, -0.028], [0.056, -0.173, 0.121], [0.027, 0.106, 0.107], [0.125, -0.021, 0.016], [-0.279, -0.076, 0.029], [0.010, -0.015, -0.021], [0.101, 0.017, 0.027], [-0.156, 0.067, -0.014], [-0.057, -0.044, -0.063], [0.094, -0.035, 0.030], [-0.004, -0.012, 0.011], [-0.015, -0.006, -0.009], [0.035, -0.069, -0.043], [0.142, 0.124, -0.064], [-0.008, -0.029, -0.027], [0.000, -0.020, 0.056], [-0.006, 0.135, 0.028], [-0.046, 0.066, -0.157], [0.015, 0.013, 0.098], [0.002, -0.022, -0.004], [-0.028, 0.050, -0.083], [0.033, 0.001, 0.173], [0.013, -0.096, 0.033], [0.002, -0.005, -0.014], [0.008, 0.005, -0.001], [0.005, -0.010, 0.010], [-0.009, -0.077, -0.067], [-0.022, -0.011, -0.054], [0.021, -0.015, -0.009], [0.019, -0.033, 0.040], [-0.006, 0.131, 0.029], [-0.053, 0.079, -0.134], [-0.028, 0.011, 0.074], [0.011, -0.014, 0.007], [-0.028, 0.054, -0.080], [0.059, 0.003, 0.168], [0.007, -0.097, 0.029], [0.043, -0.204, 0.140], [0.000, 0.002, -0.007], [0.004, -0.012, 0.009], [-0.029, -0.077, -0.066]], "lowdin_charge": [0.062, -0.068, -0.469, -0.114, -0.183, -0.160, -0.171, -0.023, -0.542, 0.021, 0.118, -0.039, 0.003, 0.088, -0.016, -0.215, -0.090, -0.743, 0.064, 0.764, -0.338, -0.081, -0.232, -0.058, -0.169, -1.141, 0.586, 0.663, 0.067, 0.075, 0.109, 0.097, 0.121, 0.078, 0.120, 0.117, 0.117, 0.127, 0.126, 0.087, 0.091, 0.084, 0.151, 0.133, 0.120, 0.172, 0.112, 0.125, 0.069, 0.077, 0.085, 0.061, 0.071, -0.331, 0.075, -0.144, -0.003, -0.063, -0.067, -0.060, 0.002, 0.118, 0.109, 0.108, 0.110, 0.120, 0.087, -0.334, 0.045, -0.143, 0.012, -0.061, -0.060, -0.059, 0.001, 0.122, 0.080, 0.108, 0.109, 0.107, 0.063, -0.345, 0.081, -0.148, -0.001, -0.063, -0.068, -0.063, -0.002, 0.121, 0.109, 0.108, 0.109, 0.120, 0.078, -0.356, 0.074, -0.149, 0.003, -0.082, -0.068, -0.067, -0.007, 0.120, 0.001, 0.107, 0.106, 0.118], "fmax_ha_per_bohr": 0.0213, "energy_ha": -8635.97881, "homo_energy_ev": -9.865, "smiles": "C=C[C@](CCCCOC(C)=O)(ON=O)O[C@H](CC(=O)Br)[C@H](OCC)O[C@H](Cl)Br.O=[N+]([O-])c1ccccc1.O=[N+]([O-])c1ccccc1.O=[N+]([O-])c1ccccc1.O=[N+]([O-])c1ccccc1", "orbital_gap_ev": 9.02}

Record 6
{"formula": "C3H2O3", "method": "the ωB97M-V functional and the def2-TZVPD basis", "elements": ["C", "C", "C", "O", "O", "O", "H", "H"], "positions_angstrom": [[-1.195, 0.149, -0.166], [0.264, 0.649, 0.167], [0.943, -0.625, -0.075], [-2.198, 0.787, -0.123], [-0.969, -1.087, -0.472], [0.805, -0.248, 1.149], [0.718, 1.625, 0.111], [1.631, -1.251, -0.591]], "forces_ev_per_a": [[1.449, 0.403, 0.266], [-0.705, -0.196, -1.410], [-2.981, 1.030, -0.389], [-0.675, 0.356, -0.072], [1.825, -0.271, 0.229], [0.845, -0.969, 1.355], [-0.038, 0.086, 0.126], [0.280, -0.438, -0.105]], "nbo_charge": [0.747, -0.079, 0.397, -0.570, -0.598, -0.358, 0.221, 0.241], "fmax_ha_per_bohr": 0.0618, "relative_energy_kj_mol": 334.47, "energy_ha": -341.10941, "homo_energy_ev": -10.117, "orbital_gap_ev": 9.81}